A molecular structure, C24H31Ge2O3Ru, computed with ωB97M-V/def2-TZVPD.

Geometry (Å):
Ru1 -0.018 -0.829 -1.776
C1 -0.864 -0.858 -3.824
C2 -0.012 0.279 -3.755
C3 -0.347 1.266 -2.780
C4 0.549 2.316 -2.494
C5 1.765 2.372 -3.127
C6 2.121 1.384 -4.068
C7 1.271 0.353 -4.367
H1 -0.590 -1.692 -4.458
H2 -1.924 -0.733 -3.636
H3 -1.381 1.339 -2.451
H4 0.268 3.084 -1.787
H5 2.450 3.181 -2.913
H6 3.077 1.450 -4.571
H7 1.542 -0.390 -5.108
C8 -3.555 0.175 1.852
Ge1 -2.169 1.479 1.611
C9 -2.421 2.638 0.090
C10 -1.467 2.346 3.175
Ge2 -0.110 -0.061 0.628
C11 1.410 1.180 0.549
C12 2.584 0.658 -0.003
C13 3.729 1.444 -0.055
C14 3.701 2.750 0.415
C15 2.528 3.276 0.946
C16 1.382 2.496 1.008
C17 0.052 -1.404 2.003
C18 0.922 -2.460 1.713
C19 1.209 -3.406 2.686
C20 0.619 -3.315 3.939
C21 -0.257 -2.276 4.224
C22 -0.545 -1.322 3.259
H8 -4.493 0.727 1.732
H9 -3.519 -0.267 2.845
H10 -3.500 -0.598 1.090
H11 -3.163 3.379 0.405
H12 -2.823 2.093 -0.762
H13 -1.510 3.167 -0.182
H14 -2.297 2.408 3.883
H15 -1.134 3.350 2.921
H16 -0.653 1.799 3.648
H17 2.640 -0.364 -0.366
H18 4.645 1.031 -0.457
H19 4.594 3.358 0.375
H20 2.511 4.291 1.321
H21 0.480 2.923 1.420
H22 1.387 -2.550 0.738
H23 1.894 -4.214 2.465
H24 0.840 -4.057 4.695
H25 -0.715 -2.206 5.202
H26 -1.231 -0.524 3.509
C23 -2.486 -3.800 -0.311
C24 -1.696 -2.603 -0.703
O1 -0.519 -2.750 -1.231
O2 -2.123 -1.438 -0.536
H27 -1.992 -4.719 -0.610
H28 -3.477 -3.737 -0.757
H29 -2.611 -3.785 0.773
O3 1.784 -2.212 -2.479
H30 1.611 -3.105 -2.146
H31 2.036 -2.319 -3.404

Properties
total charge = +2
HOMO level (alpha / beta) = -13.83 / -14.75 eV
2S+1 = 6
energy above the lowest of the compared OMol25 structures with the same formula, charge and spin = 94.6 kJ/mol
E_tot = -147129.107 eV
Kohn-Sham gap (alpha / beta) = 7.1335 / 5.7947 eV
E_LUMO (alpha / beta) = -0.24622 / -0.32897 Eh

Löwdin atomic charge list, values in e, 6 entries: 1.262, -0.017, -0.403, -0.145, -0.053, -0.022